Formula: C30H36BaBrN6O2
Source: the Open Molecules 2025 dataset
Level of theory: ωB97M-V/def2-TZVPD

The largest force on an atom is 1.0 eV Å⁻¹. The LUMO energy is -2.0 eV. As for the energy above the lowest of the compared OMol25 structures with the same formula, charge and spin: 0.00 kcal per mole.

Structure (ORCA input):
```
! RIJCOSX wB97M-V def2-TZVPD def2/J DEFGRID3
* xyz 1 1
Ba -0.42532 -0.47034 -0.11625
C 2.97317 -0.44688 1.70848
C 3.41100 -0.03566 0.29889
C 3.09961 -1.02020 -0.80271
C 3.80435 -2.21660 -0.88802
C 3.56508 -3.07079 -1.94937
C 2.63244 -2.70291 -2.90614
C 1.96239 -1.50703 -2.73541
N 2.17487 -0.67896 -1.70675
N 1.62943 0.02655 2.08251
C 1.68612 1.45657 2.38421
C 0.35842 2.09120 2.73144
C 0.34174 3.14657 3.63630
C -0.86303 3.74676 3.95605
C -2.02155 3.25613 3.37628
C -1.91081 2.20096 2.48944
N -0.75270 1.62859 2.15092
C 1.15083 -0.70189 3.26694
C 0.73526 -2.12196 2.97715
C 1.44268 -3.19307 3.49851
C 0.99274 -4.48382 3.25617
C -0.15069 -4.65547 2.50026
C -0.78944 -3.52677 2.00792
N -0.37168 -2.28433 2.23591
H 3.70091 -0.07713 2.44616
H 2.97872 -1.53589 1.78559
H 4.49385 0.10874 0.31139
H 2.98876 0.93142 0.02210
H 4.54602 -2.46080 -0.13770
H 4.10787 -4.00291 -2.03569
H 2.41271 -3.32792 -3.75996
H 1.19770 -1.19785 -3.43936
H 2.10952 1.98055 1.52418
H 2.37865 1.64129 3.22025
H 1.26694 3.48123 4.08649
H -0.89934 4.57074 4.65616
H -2.99281 3.67124 3.60451
H -2.80019 1.79074 2.02657
H 0.28055 -0.17959 3.66263
H 1.91920 -0.70204 4.05433
H 2.32758 -3.01007 4.09407
H 1.52662 -5.33638 3.65478
H -0.54932 -5.63582 2.28210
H -1.67529 -3.63221 1.39295
N -0.62157 1.89462 -1.98899
C -1.81914 1.82271 -2.85109
C -3.04329 2.38087 -2.13452
C -3.34993 1.68577 -0.81040
C -3.84260 0.24870 -0.97902
N -3.39790 -0.61060 0.13614
H -0.48156 2.85296 -1.68289
H 0.20603 1.64737 -2.52385
H -1.96748 0.77369 -3.11355
H -1.67849 2.36947 -3.78784
H -3.90239 2.30403 -2.80646
H -2.89961 3.45168 -1.95975
H -4.08956 2.26664 -0.25257
H -2.44634 1.71211 -0.19301
H -3.43581 -0.19146 -1.88940
H -4.93167 0.25301 -1.08410
H -3.67321 -1.56922 -0.05547
H -3.87569 -0.36110 0.99667
Br -3.59100 -4.32153 -6.28826
C -2.49333 -4.62688 -4.78215
C -2.05665 -5.91339 -4.50483
C -1.25008 -6.13738 -3.39726
C -0.88655 -5.08437 -2.57331
C -1.33335 -3.79946 -2.86142
C -2.13720 -3.56495 -3.96998
C -0.95180 -2.65696 -1.96819
O -0.23873 -2.89036 -0.95378
O -1.36086 -1.49193 -2.25367
H -2.34579 -6.73143 -5.15016
H -0.91155 -7.14325 -3.18657
H -0.25983 -5.23345 -1.70464
H -2.47130 -2.55877 -4.17940
*
```